*one*
63
Properties=species:S:1:pos:R:3 method="wB97M-V/def2-TZVPD" multiplicity=1 charge=0 lumo_energy_ev=-0.409 e_homo_ev=-9.9347
O -0.9990 -0.1290 -1.5120
H -1.8235 -0.0666 -1.9845
H -0.3593 -0.1889 -2.2482
O -1.1229 4.0639 -1.6411
H -0.5042 4.4629 -2.2624
H -1.3639 4.8334 -1.1086
O 3.7176 -0.8986 -2.6496
H 4.5321 -1.1803 -2.2131
H 4.0975 -0.7095 -3.5278
O 0.2524 -4.0475 -2.3668
H -0.0698 -3.1314 -2.2944
H 0.7138 -4.0546 -1.5043
O -0.7660 4.0232 1.0452
H -0.3917 3.2970 0.5381
H -0.1067 4.3441 1.6769
O -2.7731 -2.9697 -1.4176
H -2.9136 -3.7201 -0.8442
H -2.8587 -3.2616 -2.3303
O -3.4583 2.3352 3.1737
H -2.6657 1.8512 3.4456
H -3.1808 2.7735 2.3575
O 3.0666 1.7342 -1.8905
H 3.3188 0.7999 -1.9820
H 3.4498 1.9142 -1.0202
O 1.7532 2.3527 2.3315
H 2.0998 1.6784 2.9509
H 2.4437 3.0248 2.4418
O 0.1471 -0.1530 -4.2132
H 0.5389 0.7163 -3.9282
H -0.0809 0.1333 -5.1064
O 1.6802 -1.1922 1.2775
H 2.0442 -0.6693 0.5532
H 1.1945 -1.8958 0.8167
O 2.1305 0.5814 3.8215
H 2.8350 0.1705 3.3014
H 1.9242 0.1717 4.6552
O -1.2922 0.0859 2.9906
H -1.9187 -0.3095 3.6029
H -1.2615 -0.5652 2.2922
O -4.7409 0.9043 -1.4942
H -5.5013 0.4965 -1.9311
H -3.9833 0.6630 -2.0528
O -3.7856 3.1911 -0.1735
H -3.8795 2.3546 -0.6698
H -2.9978 3.5471 -0.6102
O 1.6684 -3.4080 2.6904
H 2.2324 -2.6179 2.6092
H 1.0736 -2.9101 3.2750
O -2.3796 -2.5801 3.3713
H -3.2863 -2.2209 3.3138
H -2.0348 -2.6186 2.4856
O 3.4764 -2.6566 -0.8319
H 3.1452 -3.1814 -0.0815
H 2.8734 -1.9169 -0.6813
O 0.6180 2.0915 -2.7307
H 0.4968 1.5843 -1.9093
H 1.5359 2.3530 -2.9031
O 0.6078 -3.9523 0.4044
H 1.3871 -4.3219 0.8553
H -0.1534 -3.8424 0.9511
O 0.7337 1.1132 0.1253
H 0.8706 1.0541 1.0755
H -0.0066 0.6694 -0.3144

*two*
63
Properties=species:S:1:pos:R:3 method="wB97M-V/def2-TZVPD" multiplicity=1 charge=0 lumo_energy_ev=-0.785 e_homo_ev=-10.5058
O 1.8312 2.5970 -4.0135
H 1.0741 2.0163 -4.0532
H 2.1853 2.4682 -3.1366
O 2.5220 -3.3721 0.7046
H 2.4464 -4.2718 0.3569
H 2.9188 -2.9329 -0.0775
O -2.9149 0.3181 -0.1003
H -1.9934 0.3288 0.1774
H -2.9490 -0.1334 -0.9689
O 5.0517 1.1236 -1.0880
H 5.1482 0.3428 -0.5241
H 4.3930 1.6539 -0.6529
O -2.0225 2.8243 2.3514
H -1.1274 3.2089 2.5669
H -1.9940 2.8975 1.3948
O 1.0322 2.0032 0.1327
H 0.6904 1.4829 -0.5997
H 1.8886 2.3071 -0.1753
O 0.8651 -2.1201 3.6522
H 0.2256 -1.4106 3.7105
H 1.4381 -2.1776 4.4100
O -4.3026 2.7979 -0.2132
H -4.0724 1.8704 -0.2053
H -4.2117 3.0405 -1.1483
O 1.1265 3.1051 2.9131
H 0.8050 2.6138 2.1523
H 2.0713 3.1811 2.9963
O 3.9958 3.5798 0.3408
H 3.6002 4.0770 -0.3721
H 3.7696 3.8966 1.2085
O 3.2216 -0.4075 3.4916
H 2.4464 -0.4293 2.9124
H 3.6449 0.4201 3.2582
O -1.6537 -4.0686 1.9485
H -0.8149 -4.6024 2.0714
H -1.1849 -3.2950 2.2675
O -0.6625 -0.5750 1.1048
H -0.7966 -1.4505 1.4611
H 0.1043 -0.0620 1.3716
O 1.2515 -2.0897 -4.4312
H 1.4154 -3.0388 -4.3759
H 0.4900 -2.0532 -5.0316
O -0.0971 -4.2148 -3.0492
H -0.3953 -3.3415 -2.7431
H -0.5022 -4.8908 -2.5007
O 2.7072 -0.9202 -1.8451
H 3.3138 -0.2194 -1.5791
H 2.8250 -0.8183 -2.8014
O -1.7841 0.1646 -4.2136
H -2.3040 -0.5233 -3.8312
H -1.0807 -0.0600 -3.5774
O -4.7626 1.0854 2.0456
H -4.0502 0.4433 2.1991
H -4.5182 1.8604 2.5553
O -1.6860 -0.1279 4.2693
H -2.5232 -0.4268 3.9153
H -2.0440 0.6836 4.6723
O -3.9866 -0.7401 -2.3186
H -4.7575 -0.1670 -2.2347
H -3.5696 -0.5099 -3.1268
O -0.0159 -0.9835 -1.6398
H -0.3500 -0.9589 -0.6452
H 0.9239 -0.8351 -1.7323

*three*
63
Properties=species:S:1:pos:R:3 method="wB97M-V/def2-TZVPD" multiplicity=1 charge=0 lumo_energy_ev=-0.159 e_homo_ev=-10.8466
O 9.9879 8.9153 12.0505
H 10.8995 8.6108 12.1523
H 9.9201 9.8391 12.3530
O 9.1410 10.9478 6.7500
H 8.5289 11.6242 7.1314
H 8.9167 10.9016 5.8219
O 11.1521 5.1831 7.9520
H 11.0309 4.2575 8.2575
H 10.3115 5.5901 8.1767
O 11.2319 9.6997 9.0235
H 10.6158 9.5737 8.2793
H 11.9183 10.3827 8.8111
O 7.4087 11.9759 8.6589
H 6.5640 12.0195 9.1164
H 8.1476 12.4908 9.0945
O 7.5176 8.0732 7.3425
H 6.5692 7.9368 7.5320
H 7.9179 8.4245 8.1836
O 13.8496 6.8003 8.5734
H 13.0495 6.3047 8.3502
H 13.7838 7.6501 8.1414
O 5.0441 5.4944 8.2686
H 5.3264 6.0525 8.9931
H 5.8659 5.1641 7.8794
O 6.7731 8.4960 11.9937
H 6.1220 7.9488 12.4622
H 7.6130 8.0750 12.2307
O 12.2487 8.0494 11.0829
H 12.9905 7.6740 10.5775
H 11.9382 8.7838 10.5278
O 6.9139 10.2028 5.1791
H 6.7464 9.5406 5.8502
H 6.9280 9.7572 4.3385
O 10.1567 6.0446 11.2862
H 9.7221 6.0426 12.1511
H 11.0794 6.3207 11.4254
O 8.8672 8.0352 3.9109
H 9.5249 7.3793 4.1393
H 8.4775 8.2686 4.7591
O 9.8853 12.6852 9.0917
H 10.2489 12.0791 8.4463
H 10.2085 12.3908 9.9480
O 13.1095 11.6142 8.1878
H 13.7195 12.2007 8.6360
H 12.8116 12.0876 7.3764
O 9.1534 11.5078 11.7091
H 8.8337 11.0772 10.9014
H 8.3709 11.8220 12.1962
O 6.2265 12.3518 11.6886
H 5.6541 11.8795 11.0584
H 5.6443 12.9379 12.1875
O 5.2196 10.2261 9.8527
H 5.8717 9.6574 10.2556
H 4.4903 9.6911 9.5767
O 8.2245 9.6068 9.5430
H 9.0533 9.3253 9.9932
H 8.0792 10.5075 9.1962
O 9.8121 5.3118 5.1849
H 8.9107 5.2299 5.5335
H 10.3780 5.3219 5.9844
O 8.8584 5.6537 8.8781
H 9.1245 6.0392 9.7488
H 8.2641 6.3022 8.4473

The structure with the most favorable energy is *three*; the runner-up is 318.7 kJ/mol above it.

*one*
24
Properties=species:S:1:pos:R:3 method="wB97M-V/def2-TZVPD" multiplicity=1 charge=0 lumo_energy_ev=1.097 smiles=CCNC[C@@H](C)NC e_homo_ev=-8.3987
C 0.4220 -0.0981 -0.0952
N -0.1301 0.2276 1.2556
C 0.8265 0.7467 2.1348
C 1.0249 -0.2314 3.2731
C -0.4591 0.3945 -1.2060
N -0.5194 -0.8302 -2.1265
C -1.6419 -1.7401 -1.7031
C 0.2619 1.3837 -2.1812
H 0.6177 -1.2534 -0.1278
H 1.5305 0.3064 -0.1655
H -1.0860 0.7054 1.0638
H 1.8459 1.0604 1.7625
H 0.5284 1.7034 2.7220
H 0.1892 -0.0256 4.0529
H 2.0082 -0.0469 3.8049
H 1.0177 -1.2393 3.2010
H -1.5249 0.7066 -1.0412
H -0.5925 -0.6193 -3.0510
H -1.6616 -2.6286 -2.3842
H -2.6869 -1.4574 -1.7160
H -1.5136 -2.1994 -0.6484
H 0.8335 1.9591 -1.4194
H 1.0447 0.9454 -2.7811
H -0.3351 2.2305 -2.6239

*two*
24
Properties=species:S:1:pos:R:3 method="wB97M-V/def2-TZVPD" multiplicity=1 charge=0 lumo_energy_ev=0.872 e_homo_ev=-7.5358
C 1.1000 -0.5854 -0.7573
C 1.9585 -1.7961 -0.4013
C 1.4419 -0.0255 -2.1413
N 1.2153 0.4309 0.2880
H 0.0410 -0.8657 -0.7548
H 0.6927 1.2743 0.0165
H 2.1824 0.6702 0.4897
H 3.0175 -1.5257 -0.3879
H 1.8282 -2.5874 -1.1387
H 1.6968 -2.1785 0.5852
H 1.2675 -0.7777 -2.9126
H 0.8150 0.8394 -2.3567
H 2.4904 0.2786 -2.1906
C -3.0958 0.5631 0.7486
C -0.3889 0.0427 1.8810
C -1.6379 0.8693 0.5548
N -1.1875 1.8467 -0.1122
H -1.9010 2.4406 -0.5631
H -3.3459 -0.3639 0.2295
H -3.3218 0.4078 1.8043
H -0.9489 0.5699 2.6477
H -0.7672 -0.9646 1.7589
H 0.5962 0.0722 2.3380
H -3.7486 1.3648 0.3742

The structure with the most favorable energy is *one*; the runner-up is 42.6 kJ/mol above it.

*one*
11
Properties=species:S:1:pos:R:3 method="wB97M-V/def2-TZVPD" multiplicity=1 charge=-1 lumo_energy_ev="4.036 / 4.026" e_homo_ev="-0.2994 / -0.2975"
C 0.4713 -0.9110 -1.0862
C 0.7094 -0.1165 -0.0850
C -0.3231 0.5667 0.7699
N -0.1516 3.9067 -0.2972
O -1.0581 3.3988 0.4266
H 1.2334 -1.3224 -1.6886
H -0.5214 -1.3269 -1.5065
H 1.5896 0.1764 0.3333
H 0.0157 0.6677 1.7074
H -1.2228 -0.0899 0.8327
H -0.6768 1.4696 0.4100

*two*
11
Properties=species:S:1:pos:R:3 method="wB97M-V/def2-TZVPD" multiplicity=1 charge=-1 lumo_energy_ev=3.669 e_homo_ev=-0.7305
C 1.9053 0.2508 -0.2804
C 1.1353 -0.2371 0.9400
C 1.0472 -0.7563 -0.4904
N -2.4226 0.5636 -0.6458
O -3.3988 -0.0109 0.2506
H -2.2456 1.4658 -0.2625
H 2.6595 0.8599 -0.6319
H 1.8711 -0.8806 1.5452
H 0.2333 0.2816 1.4635
H 0.7452 -1.5182 -1.2277
H -1.5298 -0.0186 -0.6605

The structure with the most favorable energy is *one*; the runner-up is 170.2 kJ/mol above it.

*one*
22
Properties=species:S:1:pos:R:3 method="wB97M-V/def2-TZVPD" multiplicity=1 charge=0 lumo_energy_ev=0.958 e_homo_ev=-6.0570
C 0.2930 -0.3145 0.2975
C -1.7348 0.3797 -0.0699
C 0.3068 0.1464 -1.0285
C -2.0594 0.8739 1.3169
N 1.0200 0.2814 1.2719
N -2.3974 -0.8324 -0.4395
C 2.3380 -0.4068 -1.4648
C 3.3522 -0.6767 -0.6500
H 0.0333 -1.3540 0.4734
H -1.8842 1.1783 -0.8017
H 1.5437 1.1112 1.0304
H 1.0490 -0.1445 2.1835
H -3.0269 -1.2171 0.2579
H -2.8876 -0.7921 -1.3239
H -0.1621 -0.4649 -1.7829
H 0.5120 1.1913 -1.2165
H 2.5567 -0.3135 -2.5333
H -3.1148 1.1655 1.4024
H -1.8697 0.1009 2.0658
H -1.4635 1.7514 1.5716
H 4.3776 -0.8496 -0.9840
H 3.2182 -0.8137 0.4237

*two*
22
Properties=species:S:1:pos:R:3 method="wB97M-V/def2-TZVPD" multiplicity=1 charge=0 lumo_energy_ev=-2.862 e_homo_ev=-6.5852
C -1.4095 -2.3996 -0.3192
N -0.6386 -1.7501 0.6649
C -1.3390 -0.5699 1.1524
C -0.8958 0.8018 0.6037
C 0.4356 1.1197 1.2747
C 1.3839 2.0639 0.4473
C 1.6896 1.8061 -0.9411
N 1.0217 1.1001 -1.8032
H -2.4240 -2.5374 0.2203
H -1.6743 -1.7344 -1.2163
H -1.0644 -3.2721 -0.6385
H -1.2331 -0.4284 2.2717
H -2.4697 -0.6154 1.1069
H -0.6738 0.6054 -0.4788
H -1.5560 1.6773 0.7172
H 0.2009 1.6452 2.2069
H 0.9129 0.1538 1.3613
H 2.2046 2.5649 1.0206
H 2.6640 2.2352 -1.2646
H 1.8644 -1.5688 -2.1228
H 1.4771 1.0427 -2.7076
H 1.5235 -1.9400 -1.5555

The structure with the most favorable energy is *one*; the runner-up is 240.0 kJ/mol above it.

*one*
22
Properties=species:S:1:pos:R:3 method="wB97M-V/def2-TZVPD" multiplicity=1 charge=0 lumo_energy_ev=1.120 smiles="CCN/C=C/CCN" e_homo_ev=-7.9256
C 1.3829 -1.2599 1.3335
C -0.0055 -1.6765 1.4429
C -1.0608 -0.8961 0.8298
C -0.9188 0.4005 0.5635
N -1.7662 1.4212 -0.0071
C -1.1087 2.1411 -1.2033
C 0.1676 1.5771 -1.8495
N 1.9859 -1.8489 0.0224
H 1.5422 -0.1655 1.1149
H 2.0870 -1.5442 2.1549
H -0.0080 -1.7610 2.6845
H -0.2290 -2.5759 0.9700
H -2.1140 -1.1983 0.7076
H 0.0288 0.8885 0.8172
H -2.6735 1.2353 -0.1899
H -1.8707 2.1286 -1.9603
H -1.0003 3.0655 -0.6700
H 0.0448 0.9212 -2.6517
H 1.0622 1.5693 -1.1199
H 0.6755 2.3653 -2.4905
H 2.5747 -2.6084 -0.0182
H 1.2039 -2.1790 -0.4806

*two*
22
Properties=species:S:1:pos:R:3 method="wB97M-V/def2-TZVPD" multiplicity=1 charge=0 lumo_energy_ev=0.932 smiles="C=C(CCC)N(C)N" e_homo_ev=-7.4096
C 0.3954 -0.5406 0.9609
C 1.8940 -0.2083 1.0522
C -2.4954 -0.0812 0.4763
C 2.2564 1.1216 0.4032
N -1.5270 -0.2023 -0.6181
C -0.2126 -0.6573 -0.4338
N -1.7390 0.5948 -1.7695
C 0.4950 -1.1885 -1.4494
H -2.7270 0.6286 -2.0178
H -1.4390 1.5532 -1.5847
H 0.2033 -1.4771 1.4994
H -0.1241 0.2471 1.5204
H 2.4998 -1.0107 0.6174
H 2.1688 -0.1594 2.1132
H -3.5169 -0.0600 0.0802
H -2.4289 -0.9419 1.1505
H -2.3289 0.8381 1.0465
H 1.5021 -1.5657 -1.3311
H 0.0529 -1.2800 -2.4368
H 2.0931 1.1036 -0.6783
H 3.3140 1.3469 0.5736
H 1.6638 1.9394 0.8256

The structure with the most favorable energy is *two*; the runner-up is 186.4 kJ/mol above it.

*one*
22
Properties=species:S:1:pos:R:3 method="wB97M-V/def2-TZVPD" multiplicity=1 charge=0 lumo_energy_ev=0.873 smiles="C=C(C)[C@@H](N)N(C)C" e_homo_ev=-8.0918
C 0.2252 -2.1859 -0.4486
C -0.2358 1.1993 -1.5596
C 1.8071 -0.4947 0.2027
N 0.4243 -0.7612 -0.2072
H 0.9125 -2.5226 -1.2316
H -0.7906 -2.3920 -0.7874
H 2.4973 -0.8650 -0.5610
H -0.1507 2.2523 -1.8206
H -1.1815 0.8271 -1.9480
H 0.6086 0.7307 -2.0686
H 2.0392 -0.9742 1.1603
H 1.9869 0.5785 0.2940
H 0.4064 -2.7719 0.4596
N -1.8853 -0.6117 0.4588
C -0.5509 -0.0760 0.6681
C -0.2869 2.3962 1.0224
C -0.5347 1.3628 0.2138
H -2.5677 0.1358 0.5385
H -2.0863 -1.3114 1.1621
H -0.2568 -0.2004 1.7186
H -0.1674 2.2757 2.0998
H -0.2128 3.4087 0.6340

*two*
22
Properties=species:S:1:pos:R:3 method="wB97M-V/def2-TZVPD" multiplicity=1 charge=0 lumo_energy_ev=1.032 smiles="C=C(C)NN.C=CC" e_homo_ev=-7.1833
C -1.2915 -0.3931 -2.0571
N 0.5975 1.0917 -1.3089
C 0.1363 -0.1878 -1.6053
N -0.3085 2.1127 -0.9933
C 0.9395 -1.2565 -1.4990
H 1.4389 1.0537 -0.7243
H -0.9074 2.3054 -1.7996
H 0.1897 2.9885 -0.8212
H -1.6223 -1.4236 -1.8815
H -1.9957 0.2475 -1.5182
H -1.3797 -0.1855 -3.1282
H 1.9744 -1.1652 -1.1853
H 0.5876 -2.2567 -1.7342
C 1.2734 -0.2693 2.5570
C -0.1592 0.0952 2.3552
C -1.0618 -0.7085 1.7800
H -0.4661 1.0886 2.6741
H 1.4498 -0.5356 3.6031
H 1.9124 0.5834 2.3064
H 1.5763 -1.1095 1.9240
H -2.0831 -0.3743 1.6278
H -0.8005 -1.7012 1.4285

The structure with the most favorable energy is *two*; the runner-up is 9.2 kJ/mol above it.

*one*
22
Properties=species:S:1:pos:R:3 method="wB97M-V/def2-TZVPD" multiplicity=1 charge=0 lumo_energy_ev=0.602 smiles="[H]/N=C(/C)NC.C=CC" e_homo_ev=-8.6460
C 1.8950 -0.1394 0.3035
C 2.0371 -0.1663 -1.0779
C 1.6136 -1.3983 1.0863
H 2.4668 0.6146 0.8403
H 0.5318 0.6543 0.3634
H 0.6900 0.5304 -1.6211
H 2.7102 0.5303 -1.5625
H 1.0214 -1.1849 1.9775
H 2.5382 -1.8797 1.4118
H 1.0320 -2.1112 0.4986
H 1.9262 -1.1089 -1.6028
C -2.8324 0.1066 0.0371
C -1.5484 0.4766 0.7291
C -0.4779 0.9694 -1.4246
N -0.5295 1.0341 -0.0440
N -1.4564 0.2889 1.9848
H -0.5529 0.5932 2.3490
H -3.2266 0.9531 -0.5264
H -2.6752 -0.7179 -0.6614
H -3.5541 -0.2053 0.7865
H -1.0939 0.2222 -1.9240
H -0.5151 1.9382 -1.9231

*two*
22
Properties=species:S:1:pos:R:3 method="wB97M-V/def2-TZVPD" multiplicity=1 charge=0 lumo_energy_ev=0.982 smiles="CNC/C(C)=C(/C)N" e_homo_ev=-7.5860
C -1.3394 0.1735 -0.9544
C -1.4577 -1.5937 0.9715
C 2.3485 0.3284 0.3162
C 0.0145 2.1279 -0.0080
N -2.1369 -0.4527 0.0881
C 1.0631 -0.1064 -0.3326
C -0.0017 0.7002 -0.4792
N 0.9969 -1.4853 -0.5704
H -2.3914 0.2800 0.7547
H 1.8838 -1.8962 -0.8300
H 0.2485 -1.7746 -1.1874
H -1.2148 -0.5699 -1.7473
H -1.9279 0.9966 -1.3880
H -0.6564 -1.1596 1.5666
H -1.2029 -2.5108 0.4382
H -2.3008 -1.9010 1.5842
H 3.0604 -0.4945 0.3713
H 2.1650 0.6958 1.3258
H 2.8245 1.1307 -0.2499
H -0.7006 2.7205 -0.5890
H -0.2731 2.2049 1.0458
H 0.9986 2.5862 -0.1262

The structure with the most favorable energy is *two*; the runner-up is 160.2 kJ/mol above it.